Entry 1:
Molecular formula: C4H8O3
Method: DFT, ωB97M-V with the def2-TZVPD basis set

HOMO energy, Ha: -0.37659
SMILES: OCC1(CO)CO1

CARTESIAN COORDINATES (ANGSTROEM)
O -2.4086 0.2794 0.1056
C -1.3100 -0.5641 0.3560
C 0.0306 0.0302 -0.0404
C 1.2551 -0.4544 0.7403
O 2.4090 -0.5819 -0.0466
C 0.1251 1.3411 -0.6696
O 0.1649 0.1494 -1.4579
H -2.4596 0.4045 -0.8510
H -1.3272 -0.7974 1.4248
H -1.4143 -1.5179 -0.1885
H 1.4857 0.3100 1.4903
H 1.0177 -1.3822 1.2848
H 2.1729 -1.1085 -0.8209
H 1.0762 1.8692 -0.6146
H -0.7675 1.9560 -0.7588

***

Entry 2:
Molecular formula: C7H11NPS
Method: DFT, ωB97M-V with the def2-TZVPD basis set

HOMO energy, Ha: -0.43865
SMILES: [NH3+][C@@H]1CS[C@H]2P=CC=C[C@@H]12
Charge: +1

CARTESIAN COORDINATES (ANGSTROEM)
N -2.0400 1.2636 0.0116
C -0.7941 0.6355 0.4739
C 0.1464 1.6937 1.0397
S 1.3353 2.2020 -0.3666
C 1.4394 0.3793 -0.7303
P 2.6215 -0.5869 0.4573
C 1.8388 -2.1019 0.4795
C 0.6211 -2.4037 -0.1627
C -0.3059 -1.5518 -0.5954
C -0.0004 -0.0831 -0.6882
H -2.7236 1.4474 0.7696
H -2.5151 0.6873 -0.7115
H -1.8067 2.2686 -0.4006
H -1.2682 -0.1581 1.1311
H -0.2376 2.6094 1.4731
H 0.9544 1.2366 1.7033
H 1.6846 0.2044 -1.7996
H 2.4149 -3.0178 0.7611
H 0.2686 -3.4869 -0.0721
H -1.1658 -1.6164 -1.2071
H -0.4675 0.3788 -1.5661

***

Entry 3:
Molecular formula: C31H40MnN4O
Method: DFT, ωB97M-V with the def2-TZVPD basis set

2S+1: 6
HOMO energy (spin up / spin down), Ha: 0.06264 / 0.05978
Charge: -2

CARTESIAN COORDINATES (ANGSTROEM)
Mn 0.6045 -0.2061 -0.2093
N 0.6446 -2.7488 4.8211
N 0.5634 -2.9409 -1.7435
C 1.2344 1.8589 0.1314
C 2.3700 1.0117 0.4696
C 2.3598 0.8500 1.9140
C 3.3599 0.1700 2.6325
H 4.1147 -0.3764 2.0693
H 2.5971 -1.2922 3.5186
H 3.6953 0.5676 3.5880
C 1.1357 1.4084 2.4051
C 0.6170 1.2101 3.7776
H 1.2590 1.6965 4.5249
H 0.5803 0.1288 4.0224
H -0.3930 1.6285 3.8663
C 0.4784 2.0641 1.3572
C -0.6349 3.0270 1.5026
H -1.4004 2.6660 2.2034
H -1.1169 3.2302 0.5392
H -0.2842 3.9959 1.8924
C 3.5444 0.7157 -0.3787
H 4.3390 1.4599 -0.2074
H 3.2970 0.7149 -1.4461
H 3.9705 -0.2720 -0.1499
C 1.1661 2.7019 -1.0835
H 0.1388 2.9670 -1.3575
H 1.6160 2.2036 -1.9495
H 1.7259 3.6356 -0.9197
C -0.1710 -3.7110 5.2601
H -0.0603 -4.0323 6.2949
C -1.1522 -4.2935 4.4432
H -1.8582 -4.9679 4.9071
C -1.1097 -4.0612 3.0681
H -1.8481 -4.5068 2.3961
C -0.1303 -3.2295 2.5564
H -0.1056 -2.9983 1.4891
C 0.7625 -2.5562 3.4667
C 1.7301 -1.6689 2.9673
H 1.7518 -1.5583 1.9039
C 0.3445 -1.6167 -1.7603
C 0.6496 -3.4369 -3.0219
H 0.8221 -4.4782 -3.2662
C 0.3922 -2.4107 -3.8978
H 0.3697 -2.3607 -4.9713
N 0.2544 -1.2629 -3.1138
C 0.1770 0.0487 -3.6459
C 1.2227 0.5585 -4.4414
C 0.9609 1.7036 -5.1944
H 1.7205 2.0374 -5.9069
C -0.2314 2.4134 -5.0231
C -0.5144 3.5790 -5.8920
H -1.0747 4.3432 -5.3561
H -1.1065 3.2867 -6.7623
H 0.4149 4.0065 -6.2631
C -1.1268 2.0039 -4.0398
H -2.0344 2.5678 -3.8032
C -0.9403 0.8221 -3.3292
C -1.9344 0.3846 -2.2856
H -2.2731 -0.6674 -2.3474
H -2.8014 1.0449 -2.4315
H -1.5761 0.5426 -1.2436
C 2.5792 -0.0679 -4.5000
H 2.5767 -1.0060 -5.0670
H 3.0228 -0.2521 -3.5056
H 3.2467 0.6205 -5.0405
C -4.3880 -0.0029 1.6817
N -3.3801 -0.5565 2.5827
C -3.8407 -1.1350 3.8462
C -2.0727 -0.5786 2.2764
O -1.5685 -0.1863 1.1957
H -5.1329 -0.7703 1.4371
H -3.9104 0.3507 0.7692
H -4.9192 0.8247 2.1697
H -3.5701 -2.1973 3.9107
H -3.3824 -0.6171 4.6985
H -4.9296 -1.0356 3.9083
H -1.4370 -0.9913 3.0902